Entry 1:
Below is a single C3H5NO2 molecule, with properties calculated with wB97M-V/def2-TZVPD.

```
11
Properties=species:S:1:pos:R:3:forces:R:3
N 2.1368 1.0531 0.8490 -1.2 0.7 0.1
C 1.0037 1.1934 0.6040 1.0 0.7 1.2
O -0.2563 1.4033 0.4688 0.2 0.2 0.0
C -1.0899 0.3255 -0.0469 0.0 -0.3 -0.2
C -0.2309 -0.9272 -0.2552 0.0 0.0 0.1
O 0.9776 -0.5575 -0.8731 0.6 -0.7 -0.3
H 1.7000 -0.3204 -0.2230 -1.1 -0.8 -1.0
H -1.5133 0.6973 -0.9823 0.2 0.0 0.1
H -1.8956 0.1866 0.6816 0.2 0.0 -0.1
H -0.0832 -1.4351 0.7085 0.1 0.1 -0.2
H -0.7490 -1.6189 -0.9314 0.0 0.1 0.2
```
Forces are in eV/Å.

The LUMO energy is 0.71 eV. The structure (SMILES) is N#COCCO. The total charge is 0. The value obtained for the HOMO-LUMO gap is 11.13 eV. Its HOMO energy is -10.42 eV. Its energy relative to the best compared isomer or geometry (same formula, charge and spin) is 60.8 kcal/mol.

Atom charges from the natural (NBO) analysis, given in e for atoms 1 to 5: -0.485 0.596 -0.478 -0.076 -0.109

Entry 2:
Below is a molecular structure, C13H22N3OPTa, with properties calculated with wB97M-V/def2-TZVPD.

```
41
Properties=species:S:1:pos:R:3:forces:R:3
C -2.7294 1.5024 -3.6598 -0.2 0.1 0.0
C -1.8893 1.0453 -2.9109 0.4 -0.3 0.1
Ta -0.3315 0.2013 -1.5260 0.0 0.2 0.8
C 1.3085 -0.8466 -0.4056 -0.2 0.2 -0.6
C 0.9270 -0.9974 1.0651 0.1 0.1 0.3
N -0.1582 -1.9601 1.2256 0.1 -0.1 -0.2
C -0.9512 -1.8930 2.4596 -0.2 0.0 -0.2
C -0.2104 -1.4222 3.7001 0.0 0.0 0.1
C 0.2459 -3.3003 0.9397 0.0 0.2 0.2
C -0.6288 -3.9901 -0.0566 -0.1 -0.2 0.1
O 1.2245 -3.8061 1.4339 0.1 -0.1 -0.1
P 1.2306 0.8345 -3.5527 0.3 0.2 0.0
N 2.5796 1.5984 -3.1150 -0.3 -0.2 0.0
C -0.0814 2.1237 -0.3135 -0.1 -0.2 0.3
C -1.1330 3.0440 -0.2041 0.0 0.0 0.0
C -0.9899 4.2058 0.5411 0.3 -0.2 0.0
N 0.1295 4.5298 1.1894 0.0 0.1 0.1
C 1.1483 3.6767 1.0943 -0.3 -0.1 -0.2
C 1.0810 2.4909 0.3760 0.1 0.0 0.0
H -3.4958 1.9017 -4.2829 0.1 0.0 0.0
H -0.6802 -1.4445 -2.3000 -0.1 0.0 0.3
H -1.7810 -0.1978 -0.4926 -0.1 0.1 -0.6
H 2.2113 -0.2296 -0.4806 0.1 0.0 0.0
H 1.5806 -1.8218 -0.8153 0.1 0.0 0.0
H 0.5807 -0.0443 1.4677 -0.1 0.0 0.0
H 1.8054 -1.2919 1.6543 0.0 0.0 0.1
H -1.3299 -2.8972 2.6631 -0.1 0.0 -0.1
H -1.8255 -1.2636 2.2740 0.0 0.1 0.0
H 0.6474 -2.0607 3.9057 0.1 0.0 0.0
H 0.1221 -0.3894 3.6131 0.1 0.0 0.0
H -0.8879 -1.4664 4.5537 0.0 0.0 0.1
H -0.5718 -5.0690 0.0628 0.0 -0.1 -0.1
H -0.2699 -3.7009 -1.0471 0.0 0.0 0.0
H -1.6498 -3.6227 0.0045 -0.1 0.0 0.0
H 1.5296 -0.3338 -4.2900 -0.1 -0.1 -0.2
H 0.5332 1.5392 -4.5557 0.0 -0.1 -0.2
H 2.5827 1.7875 -2.1186 0.0 0.1 0.0
H -2.0762 2.8599 -0.7040 0.0 0.0 0.0
H -1.8128 4.9047 0.6253 -0.1 0.1 0.0
H 2.0577 3.9508 1.6141 0.1 0.0 0.1
H 1.9585 1.8529 0.3682 0.0 0.0 0.0
```
Forces are in eV/Å.

The LUMO energy is 1.96 eV. The total charge is -1. The value obtained for the HOMO-LUMO gap is 6.95 eV. Its HOMO energy is -4.99 eV. Its energy relative to the best compared isomer or geometry (same formula, charge and spin) is 0.0 kcal/mol.

Atom charges from the natural (NBO) analysis, given in e for atoms 1 to 5: -0.307 -0.485 1.897 -0.994 -0.225

Entry 3:
Below is a molecular structure, C43H51HfN6O2S3, with properties calculated with wB97M-V/def2-TZVPD.

```
106
Properties=species:S:1:pos:R:3:forces:R:3
Hf 2.1130 -0.0542 -1.0354 1.0 -0.6 0.5
N -1.4158 -2.9239 -1.9643 0.2 0.0 1.0
C -0.3574 -2.3181 -1.3607 -1.1 0.4 -3.0
N 0.4496 -1.5316 -2.0425 -0.5 -0.2 0.4
C 0.1705 -1.2961 -3.4075 0.4 0.2 0.0
N 0.9958 -0.6624 -4.1709 -0.3 0.0 0.9
N 2.1253 -0.3618 -3.4407 0.9 0.2 -0.3
C 3.1945 -0.3768 -4.1340 0.3 -0.2 -0.1
C 4.4703 -0.5143 -3.4288 1.5 -0.4 -0.3
C 5.6788 -0.5479 -4.1791 -0.6 -0.3 -0.3
C 6.8229 -1.0686 -3.5741 -0.2 0.2 1.3
C 6.7520 -1.4428 -2.2327 -1.6 0.6 -0.8
C 5.5423 -1.3409 -1.5602 -0.7 1.3 -0.3
N 4.4120 -0.8596 -2.1153 0.1 -0.2 -0.7
C -1.0149 -1.8427 -4.0149 0.0 0.3 -1.4
C -1.2996 -1.6045 -5.3859 0.3 0.3 -0.9
C -2.3752 -2.2412 -5.9949 -0.5 -1.2 1.8
C -3.1773 -3.1808 -5.2292 1.4 1.1 0.2
C -2.8547 -3.3787 -3.8831 -1.2 -1.0 -0.4
C -1.7809 -2.7133 -3.2877 -0.2 -0.1 -0.4
H -2.0727 -3.4889 -1.4467 0.3 0.0 0.4
H -0.2431 -2.4374 -0.3226 0.2 -0.4 1.0
H 3.1823 -0.5358 -5.2301 -0.2 0.3 0.7
H 5.6966 -0.2336 -5.2487 -0.2 -0.3 1.0
H 7.8095 -1.1657 -3.9894 0.0 0.2 -0.8
H 7.5893 -1.7382 -1.6780 1.1 -0.6 0.5
H 5.4748 -1.5078 -0.5109 -0.1 -0.3 0.7
H -0.5982 -0.9442 -6.0027 -1.2 -1.0 1.2
H -2.6301 -2.1007 -7.0198 0.1 0.2 -0.6
H -3.9946 -3.7554 -5.6808 0.4 0.4 0.2
H -3.4708 -4.1205 -3.3238 0.7 0.7 -0.2
C -3.2948 -0.2125 3.6909 -1.7 0.1 1.4
C -2.3731 -1.2561 4.2278 0.7 -1.3 0.2
C -1.9344 -0.8680 5.6893 0.6 0.0 0.0
C -3.0543 -2.6895 4.3104 -0.4 1.1 -0.5
C -1.1584 -1.3046 3.2487 -0.4 0.3 1.3
C -0.9221 -0.3375 2.3040 -0.3 -0.1 0.6
C 0.2400 -0.4368 1.5001 -1.9 1.9 -0.1
N 0.5596 0.4411 0.5389 -0.1 0.2 -0.1
C 0.0425 1.6535 0.4137 -0.3 0.9 -0.7
C -0.4878 2.4961 1.4209 0.5 -1.4 0.8
C -1.3016 3.5206 1.1091 -1.1 0.6 -0.1
C -1.5446 3.7852 -0.2806 1.2 -0.9 -2.3
C -0.9050 3.1498 -1.3665 -0.4 -0.9 2.4
C -0.0194 2.0364 -0.9845 -0.6 1.3 0.0
O 0.6469 1.3240 -1.7911 -0.1 0.0 -0.8
C -1.1655 3.4444 -2.8227 -2.0 1.5 0.8
C -2.2922 4.5697 -2.9523 1.6 0.1 -1.1
C -1.6542 2.2371 -3.5861 0.2 -1.5 1.0
C 0.0999 3.9849 -3.3864 1.1 1.2 1.1
C -2.1139 4.3447 2.1345 2.0 0.0 0.1
C -1.7743 3.8747 3.5366 0.1 0.3 -0.2
C -3.5818 4.1266 1.9339 -0.6 -0.3 -1.1
C -1.6501 5.8109 1.9926 0.0 0.5 0.7
C 0.9494 -1.5955 1.4345 3.2 -3.4 -0.3
O 1.8096 -1.7575 0.4272 -1.3 0.4 0.7
C 0.8084 -2.5847 2.4896 -0.5 -0.3 0.2
C -0.2245 -2.3576 3.4222 1.8 -1.1 -1.2
C 1.7673 -3.8305 2.5526 -1.7 -0.1 0.4
C 3.1308 -3.4256 3.0321 0.4 1.3 -0.2
C 1.8623 -4.6056 1.2240 0.0 -1.7 0.5
C 1.2520 -4.8355 3.5714 -0.6 -0.7 1.3
H -4.2132 -0.2732 4.3037 0.3 0.4 -0.1
H -3.6372 -0.4444 2.6978 0.1 0.2 -0.7
H -2.8625 0.7907 3.8072 -0.3 -0.2 -0.3
H -2.7299 -1.0860 6.4721 0.9 0.3 -1.1
H -1.6748 0.2162 5.7024 -0.3 -0.7 0.2
H -0.9864 -1.4020 5.9765 -1.0 0.3 -0.2
H -3.9934 -2.6833 4.8771 0.2 0.4 0.0
H -2.4371 -3.4210 4.7926 0.6 -0.3 0.3
H -3.3230 -3.0854 3.3289 0.2 0.1 -0.2
H -1.6212 0.4822 2.1100 0.4 -0.5 0.2
H -0.2120 2.1464 2.4174 -0.4 0.6 -0.1
H -2.2357 4.5521 -0.5901 -0.1 0.2 0.4
H -3.2555 4.3071 -2.6117 -1.1 -0.8 0.4
H -2.3999 4.9169 -4.0048 0.2 -0.5 0.5
H -2.0451 5.4684 -2.4060 0.4 0.3 0.2
H -2.4419 1.6764 -3.0388 0.0 0.7 -0.5
H -0.8965 1.4776 -3.7738 0.4 0.2 0.2
H -1.9411 2.5732 -4.5462 -0.9 0.2 -1.0
H 0.3795 4.9343 -2.8431 -0.1 -1.0 -0.5
H -0.0256 4.2404 -4.4134 0.2 0.0 -0.9
H 0.8712 3.2394 -3.2083 0.4 0.2 -0.4
H -1.8076 2.7987 3.5439 -0.5 -0.5 0.5
H -2.4971 4.3367 4.2166 0.4 -0.3 0.2
H -0.7529 4.1356 3.7836 0.2 0.3 0.3
H -3.8329 3.0484 1.9219 0.1 0.5 0.2
H -3.8505 4.5082 0.9496 -0.4 0.1 0.0
H -4.1659 4.6409 2.6940 -0.1 0.0 0.0
H -0.5512 5.9113 1.9580 -0.4 -0.3 0.3
H -2.0167 6.4336 2.8420 0.2 -0.5 -0.5
H -1.9695 6.2926 1.0839 -0.5 0.1 -0.5
H -0.3227 -3.0824 4.2524 -0.1 0.7 -0.6
H 3.6111 -2.7977 2.2401 0.0 -0.5 0.9
H 3.6222 -4.3653 3.1915 1.0 -0.3 -0.1
H 3.1105 -2.9061 4.0226 -0.1 -0.2 -0.9
H 2.3966 -3.9914 0.5221 -0.4 0.0 -0.8
H 0.8654 -5.0588 0.9206 1.0 1.1 -0.1
H 2.4863 -5.5516 1.3509 -0.5 1.3 0.2
H 1.2997 -4.4459 4.6241 -0.2 -0.2 -0.9
H 1.9047 -5.7367 3.5989 -0.4 0.6 -0.3
H 0.2096 -5.1767 3.3518 0.7 0.2 0.2
S 5.6842 2.1706 1.0954 0.6 0.2 0.2
C 4.3508 1.5266 0.4827 -0.9 -0.1 -0.4
S 3.5504 0.0687 1.0651 0.7 0.4 -0.3
S 3.4456 2.2008 -0.9009 -0.2 -0.8 0.0
```
Forces are in eV/Å.

The LUMO energy (spin up / spin down) is -4.78 / -4.64 eV. The total charge is +1. The value obtained for the HOMO-LUMO gap (spin up / spin down) is 4.62 / 4.78 eV. Its HOMO energy (spin up / spin down) is -9.40 / -9.41 eV.

Atom charges from the Mulliken analysis, given in e for atoms 1 to 5: 1.481 0.115 -0.873 -0.066 0.289